{"formula": "C4H9N2", "method": "ωB97M-V/def2-TZVPD", "symbols": ["N", "N", "C", "C", "C", "C", "H", "H", "H", "H", "H", "H", "H", "H", "H"], "xyz": [[-0.589911, 0.034465, 0.141751], [0.192590, -0.339508, 0.983110], [1.495441, -0.739821, -1.048688], [0.760276, 0.298546, -0.213030], [2.476522, -1.358393, -0.097351], [-3.960736, 1.787430, 0.760130], [0.756597, -1.362803, -1.519286], [3.320226, -0.706636, 0.095196], [1.965001, -1.530279, 0.888157], [-4.225267, 0.845072, 1.377734], [2.027608, -0.182446, -1.826551], [-4.852955, 2.269755, 0.624388], [0.850674, 1.395495, -0.220888], [-3.005194, 2.025132, 0.453545], [2.789129, -2.436010, -0.398216]], "forces_ev_per_angstrom": [[-2.10, -1.36, 0.62], [-0.91, 1.03, 0.89], [0.35, 2.50, -0.21], [0.95, 0.84, -1.34], [-0.03, -3.27, 0.92], [-1.28, -4.12, 2.67], [-0.14, -0.65, -0.04], [0.23, -0.10, -0.14], [0.67, 0.06, -0.82], [1.24, 1.32, -1.04], [-0.09, -0.32, -0.15], [-1.80, 2.11, -0.91], [1.15, -0.68, 0.08], [1.88, 0.60, -0.75], [-0.13, 2.05, 0.21]], "e_above_lowest_kcal_mol": 200.1, "e_tot_ha": -266.78045, "total_charge": 1, "gap_ev": [5.357, 3.045], "fmax_ev_per_a": 5.075}